61
Properties=species:S:1:pos:R:3 method="wB97M-V/def2-TZVPD" homo_lumo_gap_ev=7.14 total_charge=-1 homo_energy_ev=-4.875 fmax_ha_per_bohr=0.0990 energy_ev=-46336.532 lumo_energy_ev=2.27 e_above_lowest_kcal_mol=88.1
Cl -0.8872 -0.0697 0.3359
C 2.9147 -4.9639 0.4227
C 1.9996 -5.5037 -0.6319
O 2.3195 -6.5910 -1.1624
N 0.8313 -4.9359 -0.9119
C -0.0796 -5.5677 -1.9142
H 2.3539 -4.3618 1.1376
H 3.6353 -4.3720 -0.1416
H 3.5302 -5.7029 0.9356
H 0.4782 -4.1675 -0.3598
H -0.8530 -4.8040 -1.9967
H -0.4034 -6.5585 -1.5955
H 0.3278 -5.6337 -2.9230
C -3.9477 5.3268 1.5814
C -5.0159 5.0248 0.6400
O -6.0542 5.6361 0.7518
N -4.8751 3.9363 -0.2079
C -5.7218 3.7046 -1.2718
H -4.2055 5.4394 2.6344
H -3.5003 6.2699 1.2676
H -3.0826 4.6752 1.4582
H -4.0774 3.3811 0.0669
H -5.0589 3.1511 -1.9369
H -5.9407 4.6105 -1.8370
H -6.6435 3.2343 -0.9291
C 2.6872 5.2236 1.8884
C 2.7802 5.5927 0.3872
O 3.4399 6.6186 0.0608
N 2.1232 4.9218 -0.5643
C 2.0587 5.3128 -1.9781
H 1.9445 4.4439 2.0573
H 2.4329 6.1517 2.4003
H 3.6402 4.7777 2.1732
H 1.5474 4.1671 -0.2193
H 2.8321 4.8042 -2.5537
H 2.2796 6.3687 -2.1346
H 1.0807 5.0458 -2.3786
C -2.9653 -5.2807 3.2538
C -2.8679 -4.5284 4.5201
O -3.2023 -5.1841 5.5209
N -2.4499 -3.2503 4.5447
C -2.2948 -2.4704 5.7155
H -2.0083 -5.7942 3.1608
H -3.0601 -4.6689 2.3567
H -3.7981 -5.9545 3.4554
H -2.3029 -2.7761 3.6651
H -1.7368 -3.0160 6.4764
H -3.2624 -2.0522 5.9930
H -1.6934 -1.6094 5.4237
C 4.4966 0.0597 -2.3335
C 4.3741 -0.2615 -3.7913
O 5.1624 0.1569 -4.5953
N 3.2845 -0.9998 -4.0718
C 2.8505 -1.4410 -5.3612
H 3.6645 -0.4460 -1.8436
H 4.4204 1.1458 -2.2812
H 5.4432 -0.2227 -1.8727
H 2.7822 -1.3481 -3.2677
H 1.9572 -2.0654 -5.3459
H 3.6829 -1.9632 -5.8329
H 2.6331 -0.6162 -6.0399